Here is a cluster of 2 separate species, C2H10N2 in total at a distorted geometry from the OMol25 dataset. Energies are from the ωB97M-V functional and the def2-TZVPD basis.

The HOMO-LUMO gap comes out at 9.8 eV. The value obtained for the energy above the lowest of the compared OMol25 structures with the same formula, charge and spin is 71.9 kJ/mol. The maximum force comes out at 1.5 eV Å⁻¹. The calculation puts the HOMO energy at -8.74 eV. For the total energy, the calculation gives -5215.606 eV.

The geometry in ORCA input format:
```
! RIJCOSX wB97M-V def2-TZVPD def2/J DEFGRID3
* xyz 0 1
C -0.552 -1.230 -0.775
N -0.708 -1.332 0.674
C 0.078 -0.234 1.342
H -1.045 -0.340 -1.320
H 0.502 -0.996 -0.980
H -0.911 -2.166 -1.160
H -1.701 -1.224 0.855
H -0.265 0.002 2.361
H 0.126 0.640 0.688
H 1.095 -0.567 1.468
N 1.030 2.224 -0.981
H 0.756 2.794 -0.195
H 1.726 2.752 -1.481
H 0.209 1.904 -1.474
*
```

Mulliken population analysis, charges in e, atoms 1 to 4: atom 1 (C): -0.77, atom 2 (N): -0.41, atom 3 (C): -0.54, atom 4 (H): 0.17

Here is a structure of composition C43H50MgN8S2 from the OMol25 dataset. Energies are from the ωB97M-V functional and the def2-TZVPD basis.

The HOMO-LUMO gap comes out at 5.3 eV. The value obtained for the energy above the lowest of the compared OMol25 structures with the same formula, charge and spin is 0.0 kJ/mol. The maximum force comes out at 0.5 eV Å⁻¹. The calculation puts the HOMO energy at -1.13 eV. For the total energy, the calculation gives -84444.030 eV.

The geometry in ORCA input format:
```
! RIJCOSX wB97M-V def2-TZVPD def2/J DEFGRID3
* xyz -2 1
Mg 0.587 0.749 -0.534
C -1.033 -3.309 -5.016
C -0.570 -3.876 -3.672
C 0.231 -2.884 -2.888
C 1.582 -2.710 -2.897
C 2.614 -3.528 -3.605
C 3.242 -4.594 -2.705
C 1.864 -1.611 -1.981
N 0.726 -1.115 -1.496
C -0.312 -1.881 -2.000
C -1.622 -1.685 -1.661
C -2.189 -0.689 -0.840
C -3.567 -0.602 -0.539
C -4.639 -1.566 -0.947
C -4.749 -2.765 -0.004
C -3.727 0.522 0.265
C -2.442 1.087 0.394
C -2.129 2.329 1.182
C -0.957 2.054 2.090
N 0.352 2.120 1.693
C 1.141 1.534 2.653
C 2.566 1.314 2.485
C 3.137 0.741 1.404
N 2.472 0.214 0.302
C 3.390 -0.396 -0.466
C 3.152 -1.196 -1.576
C 4.741 -0.201 0.108
C 4.578 0.479 1.258
C 5.612 0.870 2.265
C 5.721 -0.134 3.415
C 6.003 -0.742 -0.486
C 6.247 -2.212 -0.138
C 0.326 1.106 3.684
C -1.011 1.413 3.316
C -2.231 1.015 4.088
C -2.553 1.952 5.253
C 0.766 0.279 4.853
C 1.039 -1.175 4.466
N -1.510 0.363 -0.245
C -5.010 1.054 0.829
C -5.652 2.145 -0.029
H -1.595 -4.046 -5.596
H -1.669 -2.435 -4.861
H -0.176 -2.985 -5.609
H -1.442 -4.190 -3.092
H 0.022 -4.781 -3.841
H 2.170 -4.009 -4.482
H 3.402 -2.872 -3.989
H 2.479 -5.286 -2.340
H 4.003 -5.173 -3.236
H 3.705 -4.134 -1.832
H -2.335 -2.384 -2.091
H -5.601 -1.044 -0.978
H -4.464 -1.923 -1.967
H -4.932 -2.428 1.019
H -5.559 -3.440 -0.296
H -3.815 -3.331 0.008
H -2.970 2.461 1.875
H 3.211 1.559 3.324
H 4.005 -1.637 -2.076
H 6.585 0.970 1.773
H 5.368 1.856 2.669
H 5.968 -1.128 3.038
H 6.491 0.163 4.132
H 4.771 -0.215 3.946
H 5.965 -0.630 -1.573
H 6.852 -0.143 -0.144
H 5.406 -2.827 -0.460
H 7.154 -2.590 -0.616
H 6.350 -2.340 0.941
H -3.090 0.953 3.413
H -2.097 -0.005 4.470
H -2.715 2.970 4.897
H -3.444 1.622 5.796
H -1.719 1.986 5.957
H 1.667 0.710 5.305
H -0.002 0.310 5.632
H 1.818 -1.227 3.704
H 1.354 -1.774 5.327
H 0.142 -1.629 4.040
H -5.718 0.226 0.952
H -4.843 1.445 1.839
H -5.916 1.751 -1.014
H -6.558 2.539 0.441
H -4.957 2.968 -0.198
S 0.931 3.093 0.351
C -2.166 3.622 0.344
S -2.329 3.571 -1.329
C -2.229 4.816 1.057
C -2.332 6.075 0.404
N -2.438 7.127 -0.062
C -2.251 4.886 2.473
N -2.327 4.964 3.624
C -1.332 3.369 -4.390
N -0.945 1.997 -4.072
C -2.035 1.038 -3.911
C 0.120 1.846 -3.306
N 1.046 1.721 -2.623
H -1.802 3.383 -5.376
H -0.447 4.001 -4.409
H -2.026 3.762 -3.643
H -2.554 0.943 -4.868
H -2.720 1.365 -3.123
H -1.622 0.072 -3.629
*
```

Mulliken population analysis, charges in e, atoms 1 to 4: atom 1 (Mg): 0.80, atom 2 (C): -1.11, atom 3 (C): -1.12, atom 4 (C): 0.59

Here is the molecule C9H13ClO at a distorted geometry from the OMol25 dataset. Energies are from the ωB97M-V functional and the def2-TZVPD basis.

The HOMO-LUMO gap comes out at 9.8 eV. The value obtained for the energy above the lowest of the compared OMol25 structures with the same formula, charge and spin is 212.2 kJ/mol. The maximum force comes out at 5.2 eV Å⁻¹. The calculation puts the HOMO energy at -9.01 eV. For the total energy, the calculation gives -24110.327 eV.

The geometry in ORCA input format:
```
! RIJCOSX wB97M-V def2-TZVPD def2/J DEFGRID3
* xyz 0 1
C 1.883 0.538 0.636
C 0.716 -0.151 -0.035
C 0.556 -1.201 -1.182
C -0.238 -2.119 -0.093
C -0.394 -0.856 0.784
C -1.393 0.174 0.412
C -1.491 1.281 1.423
Cl -3.067 -0.551 -0.038
C -0.642 0.722 -0.810
O -0.761 2.135 -1.105
C -0.513 -0.405 -1.846
H 1.300 1.518 1.059
H 2.633 1.015 0.032
H 2.444 -0.046 1.345
H 1.382 -1.765 -1.664
H -1.017 -2.720 -0.473
H 0.372 -2.863 0.434
H -0.201 -1.067 1.852
H -2.119 2.097 1.133
H -0.505 1.901 1.584
H -1.914 0.812 2.336
H -1.246 2.157 -1.920
H -0.226 -0.068 -2.898
H -1.395 -0.850 -1.984
*
```

Mulliken population analysis, charges in e, atoms 1 to 4: atom 1 (C): -1.06, atom 2 (C): 0.14, atom 3 (C): -0.06, atom 4 (C): -1.17